No. 1
# C33H51Cl14F9NO2PS

A cluster of 8 separate species, C33H51Cl14F9NO2PS in total (ωB97M-V/def2-TZVPD, the Open Molecules 2025 dataset).

Each atom is followed by the atoms it is bonded to, with distances in Å.
Cartesian coordinates (Å):
1 C 0.8617 -4.0751 2.8405  C2 1.653, H41 1.171, H42 1.180, H43 1.180
2 C -0.6940 -4.4575 3.2485  C1 1.653, C3 1.644, H44 1.184, H45 1.193
3 C -1.8153 -3.9625 2.1526  C2 1.644, C4 1.672, H46 1.185, H47 1.186
4 C -1.9801 -2.2999 2.0896  C3 1.672, C5 1.672, H48 1.193, H49 1.171
5 C -2.5339 -1.9729 0.5466  C4 1.672, C6 1.672, H50 1.180, H51 1.191
6 C -2.5637 -0.3290 0.2448  C5 1.672, C7 1.642, H52 1.192, H53 1.177
7 C -3.5741 0.0516 -0.9927  C6 1.642, C8 1.654, H54 1.177, H55 1.193
8 C -3.5259 1.6428 -1.4400  C7 1.654, C9 1.641, H56 1.192, H57 1.193
9 C -2.0410 2.1680 -1.9008  C8 1.641, C10 1.665, H58 1.180, H59 1.193
10 C -1.6525 1.7758 -3.4717  C9 1.665, C11 1.672, H60 1.173, H61 1.194
11 C -0.1657 2.4550 -3.8229  C10 1.672, C12 1.639, H62 1.178, H63 1.194
12 C 0.4826 1.9019 -5.2226  C11 1.639, C13 1.671, H64 1.178, H65 1.193
13 C 1.0864 0.3479 -5.1113  C12 1.671, C14 1.636, H66 1.194, H67 1.169
14 C 1.8062 0.0251 -3.6781  C13 1.636, C15 1.487, C39 1.658
15 C 1.3325 -0.9076 -2.6210  C14 1.487, P16 1.944, C18 1.674
16 P -0.3031 -1.9233 -2.8896  C15 1.944, S17 1.985, H68 1.438, H69 1.440
17 S -0.0267 -3.8590 -2.5486  P16 1.985
18 C 2.1572 -1.0926 -1.1765  C15 1.674, O19 1.362, C20 1.660
19 O 1.5519 -1.9586 -0.3168  C18 1.362
20 C 3.5443 -0.2573 -0.8090  C18 1.660, C21 1.667, C34 1.519
21 C 4.3341 -0.3702 0.6544  C20 1.667, F22 1.511, F23 1.513, C24 1.652
22 F 3.9352 -1.6097 1.4220  C21 1.511
23 F 5.8220 -0.5519 0.4515  C21 1.513
24 C 4.1999 1.0045 1.5614  C21 1.652, F25 1.511, F26 1.512, C27 1.638
25 F 5.5419 1.6191 1.8854  C24 1.511
26 F 3.4500 2.1064 0.8485  C24 1.512
27 C 3.4370 0.8085 2.9975  C24 1.638, F28 1.511, F29 1.513, C30 1.648
28 F 2.0868 0.1400 2.8796  C27 1.511
29 F 3.1051 2.2065 3.4700  C27 1.513
30 C 4.3692 0.1654 4.1946  C27 1.648, F31 1.508, F32 1.479, F33 1.511
31 F 3.5272 -0.4926 5.2581  C30 1.508
32 F 5.4946 -0.6721 3.7255  C30 1.479
33 F 5.0005 1.3486 4.8912  C30 1.511
34 C 4.0259 0.6710 -1.9102  C20 1.519, C35 1.660, C39 1.671
35 C 5.3586 1.6502 -1.7613  C34 1.660, C36 1.667, H70 1.194, H71 1.170
36 C 6.5300 1.1203 -2.8230  C35 1.667, C37 1.640, H72 1.181, H73 1.191
37 C 7.4583 -0.0921 -2.2241  C36 1.640, N38 1.517, H74 1.175, H75 1.187
38 N 6.8398 -1.4736 -2.3223  C37 1.517, H76 1.047, H77 1.044
39 C 3.2206 0.8313 -3.3658  C14 1.658, C34 1.671, O40 1.361
40 O 3.6936 1.6747 -4.3237  C39 1.361
41 H 1.2176 -3.2318 3.5708  C1 1.171
42 H 1.0009 -3.8104 1.6987  C1 1.180
43 H 1.5009 -5.0462 3.0423  C1 1.180
44 H -0.9600 -4.0941 4.3441  C2 1.184
45 H -0.7428 -5.6485 3.2946  C2 1.193
46 H -1.4414 -4.3359 1.0918  C3 1.185
47 H -2.8588 -4.4681 2.3998  C3 1.186
48 H -0.9139 -1.7810 2.2184  C4 1.193
49 H -2.7160 -1.9127 2.9134  C4 1.171
50 H -1.7910 -2.5465 -0.1685  C5 1.180
51 H -3.6031 -2.4585 0.3461  C5 1.191
52 H -1.4635 -0.0778 -0.1404  C6 1.192
53 H -2.7265 0.3052 1.2232  C6 1.177
54 H -3.3714 -0.5723 -1.9698  C7 1.177
55 H -4.6737 -0.2112 -0.6104  C7 1.193
56 H -3.9327 2.2481 -0.4966  C8 1.192
57 H -4.3452 1.8259 -2.2870  C8 1.193
58 H -1.1977 1.8600 -1.1351  C9 1.180
59 H -2.0838 3.3590 -1.8593  C9 1.193
60 H -1.6838 0.6227 -3.6839  C10 1.173
61 H -2.4266 2.3938 -4.1381  C10 1.194
62 H 0.5661 2.4198 -2.9008  C11 1.178
63 H -0.4015 3.6117 -3.9988  C11 1.194
64 H -0.3078 1.9223 -6.0952  C12 1.178
65 H 1.4358 2.5833 -5.4473  C12 1.193
66 H 1.9506 0.3111 -5.9344  C13 1.194
67 H 0.2824 -0.4253 -5.4608  C13 1.169
68 H -0.8167 -1.8432 -4.2299  P16 1.438
69 H -1.3189 -1.4416 -1.9903  P16 1.440
70 H 5.0704 2.7387 -2.1581  C35 1.194
71 H 5.7464 1.7575 -0.6625  C35 1.170
72 H 6.0773 0.7293 -3.8410  C36 1.181
73 H 7.2264 2.0395 -3.1211  C36 1.191
74 H 7.7241 0.1896 -1.1148  C37 1.175
75 H 8.4931 -0.1493 -2.8035  C37 1.187
76 H 7.1357 -1.9856 -3.1857  N38 1.047
77 H 5.7994 -1.4586 -2.2405  N38 1.044
78 Cl -3.4470 -4.1506 5.4727  C79 1.768
79 C -3.4155 -2.5260 6.1685  Cl78 1.768, Cl80 1.768, H81 1.093, H82 1.093
80 Cl -2.8207 -1.3435 4.9967  C79 1.768
81 H -4.4283 -2.2487 6.4708  C79 1.093
82 H -2.7569 -2.5251 7.0404  C79 1.093
83 Cl 2.9254 -4.0134 -3.7381  C84 1.768
84 C 4.2466 -3.0713 -4.4392  Cl83 1.768, Cl85 1.768, H86 1.093, H87 1.093
85 Cl 3.9476 -1.3367 -4.2757  C84 1.768
86 H 5.1760 -3.3223 -3.9223  C84 1.093
87 H 4.3360 -3.3184 -5.4999  C84 1.093
88 Cl 0.6174 5.3596 5.8810  C89 1.768
89 C 0.6430 3.7681 5.1121  Cl88 1.768, Cl90 1.768, H91 1.093, H92 1.093
90 Cl -0.9026 3.4144 4.3305  C89 1.768
91 H 1.4348 3.7492 4.3594  C89 1.093
92 H 0.8389 3.0086 5.8729  C89 1.093
93 Cl -6.3016 3.3075 -1.0844  C94 1.768
94 C -5.7899 4.5825 0.0279  Cl93 1.768, Cl95 1.768, H96 1.093, H97 1.093
95 Cl -5.0599 3.8996 1.4859  C94 1.768
96 H -5.0559 5.2183 -0.4731  C94 1.093
97 H -6.6612 5.1778 0.3116  C94 1.093
98 Cl -1.1097 -3.5740 8.4703  C99 1.768
99 C -0.4632 -2.0335 9.0480  Cl98 1.768, Cl100 1.768, H101 1.093, H102 1.093
100 Cl -1.1362 -0.6783 8.1338  C99 1.768
101 H -0.7200 -1.9132 10.1032  C99 1.093
102 H 0.6232 -2.0372 8.9307  C99 1.093
103 Cl -6.9991 0.9888 0.4990  C104 1.768
104 C -8.2080 -0.2559 0.1612  Cl103 1.768, Cl105 1.768, H106 1.093, H107 1.093
105 Cl -7.4400 -1.7794 -0.3018  C104 1.768
106 H -8.8105 -0.4195 1.0580  C104 1.093
107 H -8.8483 0.0827 -0.6569  C104 1.093
108 Cl -5.7235 5.2768 -3.9667  C109 1.768
109 C -6.7275 4.2968 -5.0421  Cl108 1.768, Cl110 1.768, H111 1.093, H112 1.093
110 Cl -6.6655 2.5891 -4.5895  C109 1.768
111 H -7.7614 4.6444 -4.9785  C109 1.093
112 H -6.3637 4.4067 -6.0666  C109 1.093

Properties
Calculated total energy: -9573.5431 hartree
LUMO energy: -2.531 eV
Structure (SMILES): CCCCCCCCCCCCCC1=C([PH2]=S)C(=O)C(C(F)(F)C(F)(F)C(F)(F)C(F)(F)F)=C(CCCN)C1=O.ClCCl.ClCCl.ClCCl.ClCCl.ClCCl.ClCCl.ClCCl
Orbital gap: 5.764 eV

=====

No. 2
# C22H35N3O2

An isolated molecule of C22H35N3O2 (ωB97M-V/def2-TZVPD, the Open Molecules 2025 dataset).

Each atom is followed by the atoms it is bonded to, with distances in Å.
Cartesian coordinates (Å):
1 C -3.8389 -3.6283 0.2354  C2 1.527, H28 1.088, H29 1.087, H30 1.087
2 C -4.0364 -2.2939 -0.4812  C1 1.527, C3 1.529, C4 1.535, H31 1.095
3 C -3.4597 -2.3527 -1.8956  C2 1.529, H32 1.089, H33 1.087, H34 1.086
4 C -3.4470 -1.1536 0.3608  C2 1.535, N5 1.453, C18 1.543, H35 1.097
5 N -1.9950 -1.1978 0.3889  C4 1.453, C6 1.344, H36 1.006
6 C -1.2723 -0.7162 1.4143  N5 1.344, O7 1.224, C8 1.517
7 O -1.8016 -0.2255 2.4027  C6 1.224
8 C 0.2377 -0.7540 1.2751  C6 1.517, C9 1.534, C17 1.525, H37 1.095
9 C 0.6984 0.6468 0.8534  C8 1.534, C10 1.526, H38 1.094, H39 1.091
10 C 2.2212 0.7329 0.8213  C9 1.526, C11 1.533, H40 1.089, H41 1.091
11 C 2.8159 -0.3110 -0.1309  C10 1.533, C12 1.553, C16 1.534, H42 1.098
12 C 4.3580 -0.2118 -0.2833  C11 1.553, C13 1.531, C14 1.535, C15 1.534
13 C 5.0990 -0.6256 0.9904  C12 1.531, H43 1.087, H44 1.087, H45 1.088
14 C 4.8188 -1.1140 -1.4359  C12 1.535, H46 1.086, H47 1.088, H48 1.088
15 C 4.7589 1.2266 -0.6366  C12 1.534, H49 1.088, H50 1.088, H51 1.086
16 C 2.3392 -1.6974 0.3199  C11 1.534, C17 1.529, H52 1.090, H53 1.091
17 C 0.8130 -1.7793 0.3039  C8 1.525, C16 1.529, H54 1.094, H55 1.093
18 C -3.8685 0.2497 -0.1234  C4 1.543, O19 1.215, N20 1.345
19 O -4.3284 0.4834 -1.2229  C18 1.215
20 N -3.6484 1.1859 0.8174  C18 1.345, C21 1.451, H56 1.017
21 C -3.7151 2.6040 0.5163  N20 1.451, C22 1.506, H57 1.092, H58 1.093
22 C -2.3529 3.1015 0.1108  C21 1.506, C23 1.391, C27 1.391
23 C -1.8735 2.8769 -1.1757  C22 1.391, C24 1.385, H59 1.081
24 C -0.5902 3.2854 -1.4970  C23 1.385, C25 1.387, H60 1.079
25 C 0.1689 3.9015 -0.5128  C24 1.387, N26 1.321, H61 1.082
26 N -0.2736 4.1164 0.7135  C25 1.321, C27 1.321
27 C -1.4988 3.7245 1.0143  C22 1.391, N26 1.321, H62 1.083
28 H -2.7794 -3.8271 0.3843  C1 1.088
29 H -4.3251 -3.6218 1.2080  C1 1.087
30 H -4.2612 -4.4381 -0.3543  C1 1.087
31 H -5.1080 -2.0876 -0.5649  C2 1.095
32 H -2.4274 -2.7002 -1.8949  C3 1.089
33 H -4.0393 -3.0510 -2.4944  C3 1.087
34 H -3.5164 -1.3745 -2.3637  C3 1.086
35 H -3.7855 -1.2599 1.3991  C4 1.097
36 H -1.5402 -1.4949 -0.4577  N5 1.006
37 H 0.6301 -0.9508 2.2787  C8 1.095
38 H 0.2958 0.8748 -0.1382  C9 1.094
39 H 0.3043 1.3885 1.5504  C9 1.091
40 H 2.4926 1.7396 0.5069  C10 1.089
41 H 2.6055 0.5759 1.8302  C10 1.091
42 H 2.3940 -0.1218 -1.1266  C11 1.098
43 H 4.9548 -1.6810 1.2051  C13 1.087
44 H 4.7635 -0.0452 1.8456  C13 1.087
45 H 6.1657 -0.4525 0.8649  C13 1.088
46 H 4.6329 -2.1632 -1.2235  C14 1.086
47 H 4.3055 -0.8515 -2.3585  C14 1.088
48 H 5.8879 -0.9948 -1.5966  C14 1.088
49 H 4.1559 1.6053 -1.4591  C15 1.088
50 H 5.8029 1.2552 -0.9413  C15 1.088
51 H 4.6450 1.8901 0.2158  C15 1.086
52 H 2.7377 -2.4703 -0.3376  C16 1.090
53 H 2.6921 -1.8972 1.3323  C16 1.091
54 H 0.4728 -1.5760 -0.7157  C17 1.094
55 H 0.4933 -2.7871 0.5806  C17 1.093
56 H -3.1496 0.9091 1.6599  N20 1.017
57 H -4.0767 3.1346 1.3997  C21 1.092
58 H -4.4241 2.7251 -0.3070  C21 1.093
59 H -2.5030 2.3861 -1.9043  C23 1.081
60 H -0.1882 3.1296 -2.4866  C24 1.079
61 H 1.1781 4.2385 -0.7109  C25 1.082
62 H -1.8153 3.9199 2.0312  C27 1.083

Properties
Calculated total energy: -1174.1330 hartree
LUMO energy: 0.609 eV
ΔE to the lowest compared entry with this formula, charge and spin: 94.87 kJ/mol
Structure (SMILES): CC(C)[C@@H](NC(=O)[C@H]1CC[C@H](C(C)(C)C)CC1)C(=O)NCc1cccnc1
Orbital gap: 9.925 eV

=====

No. 3
# C23H53BrO16P3

A cluster of 4 separate species, C23H53BrO16P3 in total (ωB97M-V/def2-TZVPD, the Open Molecules 2025 dataset).

Each atom is followed by the atoms it is bonded to, with distances in Å.
Cartesian coordinates (Å):
1 C -0.8830 -2.3066 2.2673  O2 1.439, H11 1.141, H12 1.155, H13 1.142
2 O -2.0759 -1.7113 1.7245  C1 1.439, C3 1.462
3 C -1.7899 -0.4716 1.0045  O2 1.462, C4 1.632, C8 1.618, H14 1.139
4 C -1.8221 -0.8669 -0.5782  C3 1.632, O5 1.464, H15 1.141, H16 1.140
5 O -0.8783 0.0370 -1.2371  C4 1.464, C6 1.431
6 C 0.4145 -0.5697 -1.1439  O5 1.431, Br7 2.007, H17 1.150, H18 1.148
7 Br 1.7790 0.7357 -1.8232  C6 2.007
8 C -2.9731 0.5632 1.3893  C3 1.618, O9 1.271, O10 1.372
9 O -4.2109 0.2743 1.3556  C8 1.271
10 O -2.5720 1.8313 1.7250  C8 1.372
11 H -0.6736 -1.9977 3.3454  C1 1.141
12 H -1.0708 -3.4461 2.2859  C1 1.155
13 H 0.0654 -2.1232 1.6585  C1 1.142
14 H -0.7574 -0.1094 1.3208  C3 1.139
15 H -1.4647 -1.9411 -0.7212  C4 1.141
16 H -2.9019 -0.7075 -0.9057  C4 1.140
17 H 0.7260 -0.8426 -0.0711  C6 1.150
18 H 0.5287 -1.5107 -1.7915  C6 1.148
19 O 3.0665 -3.4361 -0.0657  P20 1.534
20 P 3.5945 -4.8754 -0.1057  O19 1.534, O21 1.658, O24 1.662, O27 1.712
21 O 5.1987 -4.4687 -0.2003  P20 1.658, C22 1.422
22 C 5.8498 -4.0624 0.9968  O21 1.422, C23 1.518, H30 1.095, H31 1.093
23 C 6.1382 -5.2471 1.9014  C22 1.518, H32 1.094, H33 1.092, H34 1.094
24 O 3.2549 -5.0862 -1.7184  P20 1.662, C25 1.424
25 C 2.1753 -4.3952 -2.3380  O24 1.424, C26 1.518, H35 1.093, H36 1.094
26 C 2.6939 -3.1829 -3.0903  C25 1.518, H37 1.093, H38 1.092, H39 1.094
27 O 4.0604 -6.5217 -0.0526  P20 1.712, C28 1.426
28 C 4.4691 -7.2881 -1.1831  O27 1.426, C29 1.517, H40 1.092, H41 1.095
29 C 5.7304 -6.8004 -1.8701  C28 1.517, H42 1.091, H43 1.093, H44 1.092
30 H 5.2466 -3.3126 1.5184  C22 1.095
31 H 6.7904 -3.5872 0.7056  C22 1.093
32 H 5.2101 -5.6882 2.2761  C23 1.094
33 H 6.7430 -4.9398 2.7572  C23 1.092
34 H 6.6719 -6.0307 1.3564  C23 1.094
35 H 1.4098 -4.1210 -1.6080  C25 1.093
36 H 1.7042 -5.0847 -3.0447  C25 1.094
37 H 3.3182 -2.5457 -2.4592  C26 1.093
38 H 1.8682 -2.5824 -3.4790  C26 1.092
39 H 3.3217 -3.4988 -3.9286  C26 1.094
40 H 3.6428 -7.3924 -1.8899  C28 1.092
41 H 4.6633 -8.2955 -0.8013  C28 1.095
42 H 5.5757 -5.8444 -2.3731  C29 1.091
43 H 6.0503 -7.5213 -2.6273  C29 1.093
44 H 6.5421 -6.6657 -1.1518  C29 1.092
45 O 4.1600 3.5770 0.3162  P46 1.533
46 P 5.0079 4.2107 1.4254  O45 1.533, O47 1.658, O50 1.660, O53 1.713
47 O 5.1475 2.8366 2.3427  P46 1.658, C48 1.421
48 C 6.0870 1.8553 1.9253  O47 1.421, C49 1.518, H56 1.095, H57 1.093
49 C 7.5107 2.2828 2.2351  C48 1.518, H58 1.094, H59 1.092, H60 1.094
50 O 3.7107 4.9195 2.1814  P46 1.660, C51 1.426
51 C 2.5565 5.3209 1.4465  O50 1.426, C52 1.519, H61 1.093, H62 1.094
52 C 1.4613 4.2776 1.5815  C51 1.519, H63 1.093, H64 1.092, H65 1.093
53 O 6.0219 5.0107 2.5500  P46 1.713, C54 1.426
54 C 5.6026 5.4873 3.8266  O53 1.426, C55 1.517, H66 1.092, H67 1.095
55 C 5.1293 4.4162 4.7904  C54 1.517, H68 1.091, H69 1.093, H70 1.092
56 H 5.9668 1.6482 0.8573  C48 1.095
57 H 5.8546 0.9361 2.4696  C48 1.093
58 H 7.7970 3.1526 1.6368  C49 1.094
59 H 8.2113 1.4725 2.0213  C49 1.092
60 H 7.6108 2.5663 3.2866  C49 1.094
61 H 2.8017 5.5166 0.3998  C51 1.093
62 H 2.2083 6.2674 1.8710  C51 1.094
63 H 1.8174 3.2764 1.3269  C52 1.093
64 H 0.6120 4.5165 0.9383  C52 1.092
65 H 1.1126 4.2286 2.6166  C52 1.093
66 H 4.8587 6.2788 3.7106  C54 1.092
67 H 6.4830 5.9681 4.2652  C54 1.095
68 H 4.1871 3.9686 4.4700  C55 1.091
69 H 4.9671 4.8464 5.7825  C55 1.093
70 H 5.8630 3.6115 4.8748  C55 1.092
71 O -9.7326 3.3803 -1.2186  P72 1.535
72 P -9.1870 1.9466 -1.2644  O71 1.535, O73 1.654, O76 1.665, O79 1.711
73 O -7.5897 2.3667 -1.3445  P72 1.654, C74 1.427
74 C -6.9471 2.7708 -0.1358  O73 1.427, C75 1.516, H82 1.095, H83 1.093
75 C -6.6553 1.5835 0.7612  C74 1.516, H84 1.096, H85 1.090, H86 1.091
76 O -9.5145 1.7451 -2.8841  P72 1.665, C77 1.421
77 C -10.5935 2.4290 -3.5066  O76 1.421, C78 1.518, H87 1.093, H88 1.094
78 C -10.0796 3.6510 -4.2470  C77 1.518, H89 1.092, H90 1.093, H91 1.094
79 O -8.7113 0.3033 -1.2206  P72 1.711, C80 1.425
80 C -8.2884 -0.4524 -2.3524  O79 1.425, C81 1.517, H92 1.093, H93 1.095
81 C -7.0241 0.0483 -3.0240  C80 1.517, H94 1.091, H95 1.094, H96 1.092
82 H -7.5602 3.5125 0.3869  C74 1.095
83 H -6.0086 3.2552 -0.4172  C74 1.093
84 H -7.5851 1.1322 1.1268  C75 1.096
85 H -6.0590 1.8881 1.6217  C75 1.090
86 H -6.1125 0.8095 0.2163  C75 1.091
87 H -11.3676 2.6917 -2.7815  C77 1.093
88 H -11.0523 1.7397 -4.2222  C77 1.094
89 H -9.4667 4.2885 -3.6056  C78 1.092
90 H -10.9073 4.2471 -4.6394  C78 1.093
91 H -9.4418 3.3455 -5.0815  C78 1.094
92 H -9.1082 -0.5570 -3.0675  C80 1.093
93 H -8.0913 -1.4611 -1.9760  C80 1.095
94 H -7.1802 1.0071 -3.5215  C81 1.091
95 H -6.6927 -0.6653 -3.7836  C81 1.094
96 H -6.2203 0.1827 -2.2972  C81 1.092

Properties
Calculated total energy: -5709.9301 hartree
LUMO energy: -0.384 eV
Orbital gap: 3.886 eV
Total charge: -1

=====

Question: Which value of calculated total energy does entry 3 give?
Answer: -5709.9301 hartree

=====

Question: What is the formula in the third record?
Answer: C23H53BrO16P3